(1)
Here is the molecule C4H5NO in a non-equilibrium geometry from OMol25. Energies are from wB97M-V/def2-TZVPD.

Summary:
- Kohn-Sham gap: 10.2 eV
- Total energy: -7765.0854 eV
- Molar mass: 83.1 u
- F_max: 1.22 eV/Å
- LUMO energy: 0.578 eV
- Multiplicity: 1

Each line ends with the Mulliken charge.
Atoms and positions in Å:
C (2.02578, 0.00019, -0.66216)  -0.5945
C (0.98218, -0.44573, -0.03257)  0.1463
C (-0.15007, -1.00535, 0.28832)  -0.3854
C (-1.38057, -0.19565, 0.48269)  0.4869
N (-1.22755, 1.15396, 0.31252)  -0.3734
O (-2.41698, -0.70916, 0.86036)  -0.5980
H (2.04485, -0.53430, -1.60296)  0.2549
H (2.84847, 0.58055, -0.25806)  0.2855
H (-0.21045, -2.07330, 0.46244)  0.3433
H (-2.07003, 1.70292, 0.35588)  0.2323
H (-0.44562, 1.52587, -0.20647)  0.2020

(2)
Here is a structure of composition C12H30CsN2O4S in a non-equilibrium geometry from OMol25. Energies are from wB97M-V/def2-TZVPD.

Summary:
- Kohn-Sham gap: 5.1 eV
- Total energy: -35476.3802 eV
- Charge: -1
- Molar mass: 431.4 u
- F_max: 9.02 eV/Å
- LUMO energy: 1.751 eV
- Multiplicity: 1

Each line ends with the Mulliken charge.
Atoms and positions in Å:
Cs (-1.10750, 1.00176, 0.16815)  1.4299
S (-3.20051, 1.25648, -1.68724)  1.2872
O (-2.99613, 2.36957, -0.83786)  -0.8589
O (-3.12974, 1.69779, -3.08536)  -0.7790
O (-2.16062, 0.26579, -1.47416)  -0.9750
O (-4.55123, 0.94198, -1.22613)  -0.7521
C (-0.27678, -1.42164, -1.68713)  -1.5123
C (0.61367, -0.21633, -1.28236)  -1.0135
N (1.51296, 0.27885, -2.34904)  -0.1821
C (2.66029, -0.60946, -2.54006)  -0.3880
C (2.33644, -1.92887, -3.17244)  -1.5367
C (2.06332, 1.65826, -2.04839)  -0.2425
C (2.66052, 2.34179, -3.27373)  -1.3344
H (-0.04829, -2.34408, -1.15329)  0.2278
H (-0.18793, -1.68026, -2.74227)  0.5216
H (-1.33570, -1.20771, -1.54215)  0.2050
H (0.00566, 0.67619, -1.13459)  0.6156
H (1.21921, -0.38603, -0.39207)  0.8914
H (3.36832, -0.16998, -3.24265)  0.3770
H (3.23194, -0.69195, -1.61566)  0.4262
H (1.81147, -2.70581, -2.61668)  0.2647
H (1.96065, -1.59730, -4.14039)  0.3596
H (3.26683, -2.42318, -3.45199)  0.4422
H (2.78185, 1.64426, -1.22885)  0.3244
H (1.24284, 2.26707, -1.66858)  0.3953
H (2.51516, 3.41927, -3.19615)  0.4080
H (2.13965, 1.88938, -4.11760)  0.3241
H (3.73679, 2.19336, -3.36157)  0.3148
C (-1.98481, 2.12402, 2.69946)  -1.4776
C (-0.74185, 1.27156, 2.88145)  -0.4403
N (-0.65289, -0.04488, 2.20641)  0.5951
C (-1.85688, -0.87235, 2.21987)  -1.0328
C (-2.25300, -1.43926, 3.63016)  -1.3496
C (0.58560, -0.68252, 2.72812)  -0.9362
C (0.87682, -2.07289, 2.05343)  -1.1436
H (-2.00944, 2.87511, 3.48899)  0.3925
H (-2.85016, 1.48100, 2.86003)  0.2437
H (-2.06635, 2.61112, 1.72776)  0.5348
H (0.05339, 1.95835, 2.59158)  0.2695
H (-0.70829, 1.15203, 3.96436)  0.5135
H (-2.73242, -0.49998, 1.68801)  0.6001
H (-1.52568, -1.76038, 1.68155)  0.2992
H (-1.41607, -1.86875, 4.18078)  0.2645
H (-2.69089, -0.56350, 4.10913)  0.3300
H (-2.96396, -2.24781, 3.46020)  0.4216
H (0.55795, -0.57560, 3.81251)  0.4699
H (1.42213, -0.04287, 2.44673)  0.3977
H (1.91270, -2.40969, 2.09370)  0.3787
H (0.66956, -2.13509, 0.98513)  0.0821
H (0.24160, -2.77687, 2.59102)  0.3476

(3)
Here is a cluster of 2 separate species, C8H15NSi in total from OMol25. Energies are from wB97M-V/def2-TZVPD.

Summary:
- Kohn-Sham gap: 10.8 eV
- Total energy: -17907.3520 eV
- Molar mass: 153.3 u
- F_max: 0.96 eV/Å
- LUMO energy: 0.965 eV
- Multiplicity: 1

Each line ends with the Mulliken charge.
Atoms and positions in Å:
C (1.97208, -1.67392, -0.24494)  -0.8567
Si (2.55285, 0.12910, -0.38263)  0.3858
C (1.81036, 1.15315, 1.04125)  -0.9877
C (4.45158, 0.22077, -0.26321)  -1.0024
H (0.88691, -1.72768, -0.22366)  0.1922
H (2.31426, -2.26335, -1.09177)  0.2981
H (2.34696, -2.15090, 0.65742)  0.3116
H (2.11351, 0.69379, -1.67301)  -0.1526
H (1.94819, 2.21825, 0.87208)  0.2993
H (0.74417, 0.97387, 1.14279)  0.2891
H (2.27528, 0.91314, 1.99585)  0.3157
H (4.79380, -0.00099, 0.74453)  0.3137
H (4.93008, -0.48756, -0.93474)  0.2969
H (4.81761, 1.21036, -0.51788)  0.2898
C (-4.45165, 0.57202, 0.29600)  -0.1860
C (-3.59660, 1.27178, -0.54048)  -0.4245
C (-2.44097, 0.64131, -0.97602)  -0.1627
N (-2.11734, -0.59574, -0.63876)  -0.4422
C (-2.94025, -1.25929, 0.15433)  -0.1219
C (-4.11766, -0.72444, 0.65580)  -0.4415
H (-5.36063, 1.02559, 0.66996)  0.3652
H (-3.82133, 2.28383, -0.84195)  0.3490
H (-1.72743, 1.14823, -1.61558)  0.3637
H (-2.63653, -2.26897, 0.40158)  0.3575
H (-4.74726, -1.30231, 1.31303)  0.3504

(4)
Here is the molecule C19H27FN4O4S from OMol25. Energies are from wB97M-V/def2-TZVPD.

Summary:
- Kohn-Sham gap: 9.6 eV
- Total energy: -47843.4578 eV
- Molar mass: 426.5 u
- F_max: 0.35 eV/Å
- LUMO energy: 0.503 eV
- Multiplicity: 1

Each line ends with the Mulliken charge.
Atoms and positions in Å:
C (-1.07062, 0.95825, 0.48979)  -1.2185
N (0.32086, 1.08499, 0.09817)  0.1784
C (0.97950, 2.28143, 0.03390)  0.2012
O (1.89466, 2.47080, -0.75748)  -0.6929
C (0.58090, 3.35587, 0.97485)  0.1196
C (-0.01950, 3.27928, 2.25766)  0.5411
C (-0.06183, 4.55500, 2.74580)  -1.1674
S (-0.67919, 5.07569, 4.27861)  1.2121
N (-2.04632, 5.93761, 3.87192)  -0.5824
O (-1.06312, 3.89137, 4.97791)  -0.6590
O (0.21895, 6.03323, 4.84477)  -0.6490
N (0.50191, 5.41027, 1.82466)  0.1789
C (0.65240, 6.85229, 1.94043)  -0.8940
C (0.90196, 4.67873, 0.76528)  -0.5083
C (0.89906, -0.02824, -0.65798)  -0.3346
C (0.69248, -1.34229, 0.10084)  -0.6088
C (1.76307, -2.40873, -0.12967)  -0.7709
C (2.21790, -2.61468, -1.57810)  -1.1154
N (1.18180, -2.35928, -2.56974)  0.2502
C (0.10291, -3.16656, -2.74441)  0.8355
O (-0.92953, -2.78028, -3.27178)  -0.6660
C (0.21120, -4.58029, -2.25492)  0.0383
F (1.36527, -5.23597, -2.56223)  -0.4402
C (-0.73885, -5.20840, -1.60219)  0.2494
C (-0.91558, -6.64204, -1.16276)  -0.5711
C (-2.44659, -6.39453, -1.27677)  -0.5951
C (-2.16500, -4.86565, -1.24526)  -0.5309
C (1.07633, -0.98446, -3.03748)  -1.6090
C (0.34527, -0.05853, -2.08284)  -0.1420
H (-1.19539, 0.29339, 1.34760)  0.2425
H (-1.48650, 1.92879, 0.73856)  0.7205
H (-1.65603, 0.55641, -0.33976)  0.2997
H (-0.35609, 2.40407, 2.78582)  0.6826
H (-2.85801, 5.34265, 4.00371)  0.2900
H (-2.09817, 6.75310, 4.47408)  0.2919
H (0.96903, 7.23652, 0.97487)  0.3420
H (-0.29885, 7.30554, 2.21084)  0.3070
H (1.39539, 7.10042, 2.69466)  0.3154
H (1.39449, 5.13568, -0.07653)  0.4725
H (1.96967, 0.18317, -0.71383)  0.3830
H (0.67147, -1.12748, 1.17186)  0.4907
H (-0.29342, -1.75471, -0.14603)  0.1887
H (2.64729, -2.17837, 0.47196)  0.4523
H (1.37717, -3.35628, 0.25431)  0.3700
H (3.05751, -1.96629, -1.82717)  0.4784
H (2.59823, -3.62873, -1.68567)  0.3467
H (-0.47049, -7.42074, -1.77975)  0.3183
H (-0.60460, -6.79115, -0.12776)  0.2141
H (-2.82142, -6.70066, -2.25074)  0.2675
H (-3.08818, -6.81120, -0.50216)  0.3044
H (-2.24317, -4.46258, -0.23369)  0.2039
H (-2.71298, -4.22383, -1.92909)  0.3366
H (2.09008, -0.62844, -3.23247)  0.5020
H (0.55137, -0.98662, -3.99243)  0.4427
H (-0.70773, -0.35190, -2.07205)  0.2551
H (0.39902, 0.95440, -2.49019)  0.4321

Question: Which value of F_max does entry 3 give?
Answer: 0.96 eV/Å